Record 1
C3H9N2O2 | ωB97M-V with the def2-TZVPD basis set

The geometry in XYZ format:
```
16
Properties=species:S:1:pos:R:3:forces:R:3:mulliken_charge:R:1
C -0.5937 -0.3328 -0.4170 0.53 0.74 0.90 0.477
C 1.7059 -0.2151 0.7725 -1.13 -0.35 1.63 -1.204
C 0.9125 0.2060 -0.4626 -1.88 0.50 1.03 0.003
N -0.9450 -1.5512 -0.8022 -1.22 0.89 0.85 -0.355
N -1.4019 0.5414 0.1419 -0.75 -0.73 0.10 0.064
O 0.7202 1.6246 -0.4807 2.28 1.24 -0.82 -0.632
O -2.7572 0.2842 0.3977 1.92 -2.62 -2.40 -0.396
H 1.2566 0.4028 1.5983 0.83 -0.49 -0.58 0.311
H 1.7131 -1.2603 1.1664 -0.80 0.43 -0.88 0.328
H 2.7606 -0.0671 0.6872 0.61 0.86 -0.33 0.385
H 1.3235 -0.0473 -1.3842 0.78 -1.02 -1.57 0.526
H -0.2374 -2.1532 -1.1341 0.65 -0.69 -0.42 0.236
H -1.8694 -1.9617 -0.5847 0.84 0.57 -0.25 0.267
H -1.0661 1.4484 0.4248 0.32 0.21 -0.25 0.273
H 1.5280 2.1330 -0.8838 -2.17 -1.66 1.17 0.360
H -3.0498 0.9483 0.9605 -0.82 2.13 1.82 0.357
```
Forces are in eV/Å.

Calculated values
Total charge ... +1
E ... -379.39152 Eh
ΔE to the lowest compared entry with this formula, charge and spin ... 71.1 kcal per mole
SMILES ... C[C@H](O)/C(N)=[NH+]/O


Record 2
CH6NOPS | ωB97M-V with the def2-TZVPD basis set

The geometry in XYZ format:
```
11
Properties=species:S:1:pos:R:3:forces:R:3:mulliken_charge:R:1
C -1.6371 0.1131 0.4835 -4.14 2.05 -1.37 -0.727
N -0.0115 0.8721 -1.0550 2.27 0.29 -0.60 -0.192
O -1.3539 0.6490 -0.8083 -0.97 -0.48 0.81 -0.234
P 2.0734 -1.1772 -0.5691 1.50 -0.11 -0.26 -0.069
S 1.1458 0.5629 0.1648 0.55 -0.09 0.71 -0.102
H -2.7803 0.4191 0.5958 2.01 -1.53 -0.40 0.231
H -1.2643 0.6961 1.2590 1.39 0.80 1.37 0.397
H -1.3985 -0.9122 0.5406 0.00 -1.19 0.29 0.298
H 0.1468 1.8642 -1.0932 -0.76 0.68 -0.57 0.260
H 3.4781 -1.1173 0.0300 -1.78 0.36 -0.56 0.078
H 1.6015 -1.9697 0.4518 -0.09 -0.77 0.59 0.060
```
Forces are in eV/Å.

Calculated values
E ... -911.10197 Eh
ΔE to the lowest compared entry with this formula, charge and spin ... 119.9 kcal per mole
SMILES ... CONSP


Record 3
C5H11N | ωB97M-V with the def2-TZVPD basis set

The geometry in XYZ format:
```
17
Properties=species:S:1:pos:R:3:forces:R:3:mulliken_charge:R:1
C -0.8598 -1.4016 1.7621 2.73 1.96 -0.84 -1.074
C -1.4467 -0.2907 0.8468 -0.06 -1.23 -0.70 -0.615
C -0.5657 0.1884 -0.3779 -1.68 0.94 -0.41 -0.624
C 0.4502 1.3479 -0.3078 1.47 -2.38 -0.95 -0.347
C 1.6885 1.1855 -0.8933 -2.34 2.34 1.50 -0.281
N 1.8799 0.3895 -1.9866 2.37 -1.49 0.30 -0.548
H 0.2288 -1.0607 1.7824 -0.93 -0.81 0.53 0.264
H -1.1946 -1.4363 2.8047 -0.30 -0.05 -0.50 0.330
H -0.8356 -2.3590 1.2579 -0.31 -0.31 0.14 0.297
H -1.7863 0.5006 1.4262 -0.33 1.77 1.20 0.446
H -2.3696 -0.7017 0.4484 -0.17 0.03 -0.46 0.315
H -1.3199 0.4329 -1.2008 0.86 -0.47 0.83 0.289
H -0.0631 -0.7208 -0.6356 0.57 -0.40 -0.70 0.302
H 0.1919 2.3300 -0.0197 -0.30 0.69 1.31 0.363
H 2.4890 1.9001 -0.6638 -0.23 -0.16 -0.21 0.376
H 2.4506 -0.4302 -1.7986 0.21 0.13 -0.43 0.237
H 1.0624 0.1261 -2.4445 -1.58 -0.56 -0.62 0.269
```
Forces are in eV/Å.

Calculated values
E ... -251.79572 Eh
ΔE to the lowest compared entry with this formula, charge and spin ... 41.9 kcal per mole
SMILES ... CCC/C=C\N


Record 4
C7H10 | ωB97M-V with the def2-TZVPD basis set

The geometry in XYZ format:
```
17
Properties=species:S:1:pos:R:3:forces:R:3:mulliken_charge:R:1
C -1.3729 -0.0362 0.7006 -0.34 1.80 -1.09 -0.862
C -2.2792 0.0776 -0.2631 -1.64 -0.34 0.38 -0.466
C -0.0708 0.1189 0.1160 0.92 -0.90 0.50 0.736
C 0.8217 1.1580 0.7203 0.41 -0.45 0.37 -0.494
C 2.1423 0.7727 0.1461 0.53 0.14 0.01 -0.644
C 1.9757 -0.2002 -0.7570 0.40 0.43 -0.36 -0.405
C 0.5638 -0.5426 -0.8804 0.13 0.72 -0.10 -0.521
H -1.4384 -2.2901 0.3923 3.22 -1.86 -2.60 -0.026
H -1.5926 0.3870 1.6889 0.26 -0.14 -0.38 0.281
H -3.0897 0.7173 -0.0079 -1.50 -0.32 -0.13 0.255
H -2.2478 -0.3921 -1.2483 0.52 0.65 0.18 0.245
H 0.5457 2.1987 0.4428 -0.09 -0.62 -0.01 0.249
H 0.7650 1.1016 1.8059 0.23 0.10 0.23 0.318
H 3.0672 1.2407 0.4268 0.22 0.08 -0.02 0.416
H 2.7675 -0.6890 -1.3065 0.01 0.10 -0.13 0.410
H 0.1357 -0.9666 -1.7801 -0.05 -0.80 0.55 0.446
H -0.6932 -2.6558 -0.1966 -3.23 1.43 2.61 0.062
```
Forces are in eV/Å.

Calculated values
E ... -272.53894 Eh
ΔE to the lowest compared entry with this formula, charge and spin ... 112.4 kcal per mole


Record 5
C37H58BNO14P | ωB97M-V with the def2-TZVPD basis set

The geometry in XYZ format:
```
112
Properties=species:S:1:pos:R:3:forces:R:3:mulliken_charge:R:1
C 3.6425 1.3468 1.3864 0.22 0.14 0.00 -0.938
C 5.1388 1.1698 1.7027 -0.47 -0.26 0.18 -0.475
C 5.4331 -0.1168 2.4734 0.19 0.42 0.05 -0.020
C 6.9372 -0.2990 2.7603 -0.32 -0.67 -0.02 -1.209
C 7.5359 -1.5883 2.1668 0.31 0.40 0.08 -0.421
C 8.0971 -1.4035 0.7430 -0.63 -0.02 0.02 -0.891
C 7.3445 -2.1443 -0.3626 0.43 -0.18 -0.19 -0.586
C 7.4090 -3.6795 -0.2796 -0.25 0.01 -0.26 -0.959
C 6.1948 -4.3835 0.3252 -0.13 -0.20 -0.16 -0.517
C 4.9712 -4.4215 -0.6072 0.04 -0.22 0.83 -0.653
C 3.6696 -4.5260 0.1890 -0.20 0.39 -0.58 -0.559
C 2.4014 -4.3212 -0.6688 0.54 -0.14 0.56 -0.982
C 1.2464 -3.7066 0.1422 -0.19 0.06 -0.71 -0.742
C 0.9392 -2.2448 -0.2307 -0.08 -0.05 0.20 -0.093
C -0.5228 -1.8188 -0.0107 1.00 -0.32 0.13 -0.505
P -0.6304 -0.2868 1.1757 -0.49 -0.22 0.45 0.553
C -1.9510 -1.0756 2.3847 0.27 0.44 0.01 -0.925
O -1.3564 -1.5893 3.5812 -0.27 -0.21 -0.05 -0.405
C -0.9174 -2.9190 3.4855 0.19 0.17 0.33 -0.637
B -2.0331 0.4971 0.0023 0.18 -0.04 0.08 0.986
O -3.3871 0.1733 0.0924 0.15 -0.07 0.28 -1.095
N -1.7437 1.5025 -1.0730 -0.19 0.26 0.39 0.364
C -1.0165 2.6698 -0.5952 0.05 0.22 -0.47 -1.087
C -1.0975 0.9333 -2.2445 -0.25 0.29 -0.18 -0.833
H 3.2482 2.2537 1.8399 -0.07 0.08 0.01 0.227
H 3.0378 0.5266 1.7665 -0.07 -0.14 -0.06 0.219
H 3.4800 1.4233 0.3154 -0.17 -0.07 -0.11 0.327
H 5.4641 2.0118 2.3149 0.28 0.07 -0.09 0.303
H 5.7291 1.1574 0.7851 0.08 0.15 -0.05 0.159
H 5.0233 -0.9664 1.9252 0.03 -0.09 -0.06 -0.044
H 4.8921 -0.0690 3.4189 -0.15 -0.10 0.02 0.407
H 7.4769 0.5611 2.3655 0.17 0.10 0.15 0.531
H 7.0879 -0.3435 3.8382 0.05 0.23 0.09 0.423
H 6.7723 -2.3589 2.1937 -0.04 -0.16 -0.02 0.137
H 8.3366 -1.9283 2.8250 0.06 -0.07 0.02 0.359
H 8.0496 -0.3385 0.5096 0.17 0.08 -0.07 0.502
H 9.1481 -1.6904 0.7095 0.09 -0.06 -0.03 0.378
H 7.8147 -1.8614 -1.3078 -0.03 0.12 -0.06 0.311
H 6.3129 -1.7968 -0.4416 -0.13 -0.02 0.17 0.271
H 7.4982 -4.0539 -1.3028 0.09 -0.12 -0.04 0.433
H 8.3243 -3.9893 0.2276 0.07 0.07 0.13 0.409
H 6.4763 -5.4109 0.5672 0.00 -0.05 0.12 0.419
H 5.8786 -3.9253 1.2602 0.13 0.13 0.13 0.300
H 4.9543 -3.5099 -1.2034 -0.08 -0.03 -0.26 0.368
H 5.0358 -5.3077 -1.2397 0.14 0.20 -0.45 0.239
H 3.6621 -3.7349 0.9412 0.10 -0.04 0.19 0.392
H 3.6322 -5.4923 0.6931 -0.02 0.01 0.25 0.154
H 2.1107 -5.2744 -1.1126 -0.05 -0.04 -0.10 0.334
H 2.6887 -3.6601 -1.4866 -0.20 0.10 -0.15 0.479
H 0.3345 -4.2778 -0.0344 -0.02 -0.16 0.11 0.583
H 1.4837 -3.7628 1.2039 -0.16 -0.10 0.16 0.275
H 1.5861 -1.6085 0.3867 0.08 0.21 -0.08 -0.474
H 1.2206 -2.0814 -1.2724 0.08 0.00 -0.09 0.506
H -0.9577 -1.5677 -0.9735 -0.09 0.08 -0.04 -0.086
H -1.0679 -2.6891 0.3613 -0.26 0.10 0.12 0.374
H 0.4371 -0.8663 2.0507 0.13 -0.08 -0.13 -0.028
H -0.6537 0.9396 2.0624 -0.02 0.06 -0.08 -0.156
H 0.4270 0.3711 0.3689 0.08 -0.04 -0.20 -0.313
H -2.5631 -1.8455 1.9002 -0.07 -0.10 0.00 0.386
H -2.6017 -0.2662 2.7209 -0.11 0.06 -0.05 0.160
H 0.1718 -2.9581 3.5590 0.11 -0.07 -0.20 0.220
H -1.3156 -3.4930 4.3295 -0.12 -0.05 0.03 0.320
H -1.2349 -3.3978 2.5597 0.02 -0.04 -0.12 0.242
H -3.8569 0.9761 -0.1726 -0.24 -0.08 -0.44 0.286
H -0.0452 2.4347 -0.1488 0.00 -0.05 0.18 0.211
H -1.6266 3.2442 0.1022 0.05 -0.09 0.26 0.236
H -0.8354 3.3331 -1.4490 0.03 0.06 -0.05 0.429
H -0.0367 0.7079 -2.0883 0.05 -0.17 0.07 0.236
H -1.1720 1.6466 -3.0723 0.07 0.07 -0.06 0.324
H -1.6287 0.0390 -2.5607 0.11 -0.19 0.03 0.118
C -0.6211 7.8053 0.4871 -0.10 0.17 0.01 -0.928
C 0.0226 6.6437 0.6754 0.00 0.12 -0.19 0.337
C -0.2503 5.7607 1.8673 -0.25 -0.01 0.26 1.024
O 0.3754 4.7253 1.9407 0.18 -0.02 -0.05 -0.540
C -1.2353 6.1994 2.8440 0.08 -0.11 0.02 -1.164
C -1.8743 7.3592 2.6521 0.00 -0.15 0.14 0.458
C -1.6127 8.2323 1.4532 0.24 -0.03 -0.30 1.064
O -2.2566 9.2642 1.3624 -0.09 0.03 0.13 -0.654
O -2.7872 7.8432 3.4888 -0.02 0.04 -0.01 -0.600
O 0.9380 6.1711 -0.1526 0.02 -0.04 0.04 -0.611
H -0.4339 8.4441 -0.3642 0.01 -0.02 -0.02 0.420
H -1.4174 5.5639 3.6991 -0.03 0.00 -0.01 0.467
H -3.0830 8.6869 3.0972 -0.01 0.04 -0.05 0.363
H 1.2208 5.3102 0.2188 -0.02 -0.06 0.01 0.336
C -7.0915 1.3602 0.1005 -0.14 -0.11 0.07 -0.904
C -6.3391 2.3350 -0.4277 0.02 -0.19 0.14 0.019
C -6.8646 3.2816 -1.4736 -0.29 0.04 -0.17 1.122
O -6.1144 4.1483 -1.8801 0.13 -0.01 0.07 -0.645
C -8.2314 3.1091 -1.9363 0.10 0.11 -0.05 -1.069
C -8.9824 2.1334 -1.4119 -0.04 0.14 -0.16 0.339
C -8.4608 1.2017 -0.3481 0.37 -0.06 0.18 1.161
O -9.2324 0.3597 0.0750 -0.16 0.00 -0.08 -0.649
O -10.2385 1.8992 -1.7715 -0.02 -0.03 0.03 -0.590
O -5.0775 2.5425 -0.0768 -0.05 0.22 -0.07 -0.456
H -6.7153 0.6774 0.8499 0.04 0.00 -0.02 0.509
H -8.5980 3.7831 -2.6974 -0.02 -0.01 0.00 0.426
H -10.5295 1.1408 -1.2283 0.01 -0.05 0.05 0.375
H -4.7547 3.2948 -0.6110 0.07 -0.02 -0.05 0.295
C -3.2974 -3.0828 -4.3626 0.07 0.02 0.08 -1.274
C -4.2867 -3.1890 -5.2556 0.19 -0.07 0.00 0.352
C -5.6357 -2.5573 -5.0390 -0.18 0.23 0.32 1.114
O -6.4646 -2.7045 -5.9250 0.04 -0.11 -0.14 -0.664
C -5.8696 -1.8242 -3.8170 -0.10 -0.08 -0.21 -0.855
C -4.8822 -1.7024 -2.9101 -0.21 0.18 0.11 0.403
C -3.5229 -2.3299 -3.1367 -0.06 -0.04 -0.03 0.589
O -2.6932 -2.1685 -2.2706 -0.03 -0.09 -0.08 -0.274
O -5.0311 -1.0336 -1.7848 0.09 -0.25 -0.27 -0.480
O -4.1762 -3.8520 -6.4041 -0.02 -0.01 -0.04 -0.610
H -2.3256 -3.5330 -4.5084 0.00 0.00 -0.01 0.472
H -6.8460 -1.3843 -3.6719 0.01 0.03 0.03 0.505
H -4.1857 -1.0292 -1.2755 0.04 0.19 0.19 0.202
H -5.0422 -3.7534 -6.8446 -0.07 0.03 0.00 0.358
```
Forces are in eV/Å.

Calculated values
Total charge ... -1
E ... -2918.88406 Eh


Record 6
C4H11NO2 | ωB97M-V with the def2-TZVPD basis set

The geometry in XYZ format:
```
18
Properties=species:S:1:pos:R:3:forces:R:3:mulliken_charge:R:1
C 1.3379 0.8285 0.0655 -1.44 -0.66 -0.81 -0.427
C 0.5641 1.5594 1.1797 1.80 0.53 -1.18 -0.986
C 0.3842 -0.1794 -0.6942 2.30 1.40 1.13 0.540
N 1.0235 -1.3712 -0.8544 -0.36 -1.45 -1.24 -0.244
C 0.6079 -2.3522 -1.8855 -0.50 1.68 0.19 -0.849
O -0.7128 0.1425 -1.0684 -0.52 -0.51 -0.36 -0.600
H 2.1696 0.2598 0.4367 0.47 -0.18 0.47 0.286
H 1.7533 1.4838 -0.7231 -0.37 0.04 0.46 0.283
H -0.1640 2.1804 0.6780 -0.87 -0.34 0.32 0.303
H 0.2119 0.8335 1.9214 -0.15 0.63 -0.14 0.221
H 1.2824 2.3042 1.5599 -0.31 -0.44 0.65 0.347
H 2.0054 -1.4241 -0.6557 0.00 0.40 0.33 0.258
H -0.3882 -1.9728 -2.1913 0.46 -0.77 -0.05 0.331
H 0.6019 -3.3540 -1.4947 -0.29 -0.35 0.20 0.254
H 1.2987 -2.3104 -2.7334 -0.16 0.02 0.02 0.285
H -3.0349 1.6095 3.2319 0.26 -0.40 -0.14 0.308
H -2.1985 0.3686 2.7871 0.13 -0.30 0.39 0.312
O -2.6689 1.1339 2.4729 -0.44 0.72 -0.23 -0.622
```
Forces are in eV/Å.

Calculated values
E ... -364.23908 Eh
ΔE to the lowest compared entry with this formula, charge and spin ... 18.3 kcal per mole
SMILES ... CCC(=O)NC.O